Entry 1:
{"formula": "C4H8N3", "method": "ωB97M-V/def2-TZVPD", "elements": ["C", "C", "C", "C", "N", "N", "N", "H", "H", "H", "H", "H", "H", "H", "H"], "xyz": [[-3.32800, -0.08534, 0.06217], [-2.65470, 0.93707, -0.48932], [-1.89421, -0.13145, 0.02967], [2.43593, 1.13723, 0.26766], [-0.88657, -0.84494, 0.34293], [1.62840, 0.22179, 0.05267], [2.07195, -0.91317, -0.47582], [-4.34373, -0.46016, 0.16347], [-2.46035, 1.95497, -0.82232], [3.47451, 0.89814, -0.03876], [2.34024, 2.10133, 0.61179], [0.20893, -0.41558, 0.27673], [1.55284, -1.67832, -0.16520], [3.09037, -0.99351, -0.53531], [-1.23562, -1.72804, 0.71964]], "de_lowest_kj_mol": 413.5, "lumo_ha": [-0.1335, -0.2165], "multiplicity": 3, "homo_ev": [-9.25, -14.36], "mol_weight_g_mol": 98.13, "total_charge": 1, "energy_ev": -8733.0422}

Entry 2:
{"formula": "C4H8N3O", "method": "ωB97M-V/def2-TZVPD", "elements": ["C", "C", "C", "C", "N", "N", "N", "O", "H", "H", "H", "H", "H", "H", "H", "H"], "xyz": [[1.70375, 0.40034, -0.23549], [0.40958, 0.63872, 0.08737], [-2.44248, -0.05465, -0.07879], [3.83543, -0.83701, -0.37823], [2.73865, -0.22357, -0.33998], [0.09753, 1.73418, 0.82592], [-2.92170, -1.26424, -0.29711], [-0.59076, 0.01122, -0.62743], [-2.11782, 0.19899, 0.90159], [-2.70966, 0.72148, -0.74872], [3.95359, -1.57270, -1.11032], [4.65192, -0.45211, 0.12477], [0.75736, 2.16432, 1.40720], [-0.90101, 1.97376, 1.00839], [-3.01124, -1.98891, 0.52036], [-3.45314, -1.44981, -1.05955]], "de_lowest_kj_mol": 470.5, "lumo_ha": [-0.1366, -0.1366], "homo_ev": [-12.21, -12.21], "mol_weight_g_mol": 114.13, "total_charge": 1, "energy_ev": -10785.4249}

Entry 3:
{"formula": "C4H8N3O", "method": "ωB97M-V/def2-TZVPD", "elements": ["C", "O", "C", "C", "N", "N", "C", "N", "H", "H", "H", "H", "H", "H", "H", "H"], "xyz": [[-1.55920, -1.00511, -1.13977], [-1.28067, -0.00521, -0.15981], [0.02377, 0.27421, -0.23805], [0.11944, 1.85642, 0.12067], [0.74340, 0.43269, -1.45219], [1.89810, -0.11922, -1.36770], [2.13876, -0.56676, -0.14531], [0.99772, -0.49105, 0.57148], [-0.87495, -1.89167, -0.84951], [-1.38070, -0.45927, -2.09079], [-2.59536, -1.41592, -1.07028], [-0.90154, 2.11830, -0.15594], [0.97132, 2.32251, -0.45393], [0.19635, 1.83723, 1.20034], [3.03304, -1.12787, 0.16102], [0.87602, -0.86864, 1.50593]], "de_lowest_kj_mol": 524.9, "lumo_ha": -0.2507, "smiles": "CO[C@]1(C)N=NC=[NH+]1", "homo_ev": -15.47, "mol_weight_g_mol": 114.13, "total_charge": 1, "energy_ev": -10784.8605}

Entry 4:
{"formula": "C4H8N3O", "method": "ωB97M-V/def2-TZVPD", "elements": ["C", "N", "N", "C", "C", "C", "O", "N", "H", "H", "H", "H", "H", "H", "H", "H"], "xyz": [[2.80376, 0.56745, -0.01395], [1.79251, -0.43900, -0.35114], [0.52299, -0.14028, -0.02771], [-0.53726, -0.93532, -0.00354], [-1.57095, 0.04762, 0.12472], [-3.01389, -0.10352, 0.03905], [-1.04113, 1.23399, 0.18893], [0.25796, 1.13412, 0.14831], [3.57810, 0.62456, -0.70049], [2.17351, 1.51605, 0.08878], [3.35136, 0.29810, 0.95564], [2.06112, -1.38433, -0.36749], [-0.37566, -2.02784, -0.17189], [-3.18580, -1.05681, 0.43837], [-3.52287, 0.59917, 0.65015], [-3.29376, 0.06604, -0.99770]], "de_lowest_kj_mol": 546.3, "lumo_ha": -0.1599, "smiles": "CN[n+]1cc(C)on1", "homo_ev": -14.42, "mol_weight_g_mol": 114.13, "total_charge": 1, "energy_ev": -10784.6389}

Entry 5:
{"formula": "C4H8N4", "method": "ωB97M-V/def2-TZVPD", "elements": ["C", "C", "C", "N", "N", "C", "N", "N", "H", "H", "H", "H", "H", "H", "H", "H"], "xyz": [[3.05198, 0.30360, -0.27556], [1.66236, -0.49654, 0.44909], [0.21465, -0.31049, -0.02528], [-0.50743, -1.31086, 0.01483], [-1.84252, -1.06062, -0.29564], [-2.21451, 0.18704, -0.13746], [-1.36361, 1.22634, 0.40764], [-0.03680, 1.02812, -0.27497], [3.05549, 1.42273, -0.81813], [3.48083, -0.55083, -1.06578], [3.90226, -0.06421, 0.50676], [1.69406, -0.29389, 1.49813], [2.21988, -1.40549, 0.60534], [-3.22171, 0.32425, -0.33648], [-1.22940, 1.40264, 1.49839], [0.06418, 1.88224, -0.91607]], "de_lowest_kj_mol": 618.3, "lumo_ha": 0.0230, "smiles": "CCC1=NN=CNN1", "homo_ev": -9.41, "mol_weight_g_mol": 112.14, "total_charge": 0, "energy_ev": -10231.8341}

Entry 6:
{"formula": "C4H8N4O", "method": "ωB97M-V/def2-TZVPD", "elements": ["C", "N", "C", "N", "N", "C", "N", "C", "O", "H", "H", "H", "H", "H", "H", "H", "H"], "xyz": [[2.19151, -0.73809, 0.30173], [0.87233, -0.24102, 0.04121], [0.41539, 0.42020, -1.11402], [1.45067, 0.68032, -2.04837], [-0.86425, 0.43049, -1.14640], [-1.25190, 0.01342, 0.03700], [-2.58418, 0.12345, 0.74165], [-0.14695, -0.37745, 0.81394], [-0.30889, -0.35757, 2.26817], [2.83894, -0.01845, 0.83334], [2.59817, -0.85064, -0.74315], [2.06765, -1.85444, 0.71822], [1.61503, 1.85686, -2.09702], [0.99729, 0.38276, -3.13260], [-2.50036, 1.31783, 0.61401], [-3.19798, -0.41812, 0.09925], [-1.31788, -0.41640, 2.21409]], "de_lowest_kj_mol": 421.4, "lumo_ha": 0.0218, "smiles": "Cn1c(N)nc(N)c1O", "homo_ev": -7.57, "mol_weight_g_mol": 128.13, "total_charge": 0, "energy_ev": -12282.0699}

Entry 7:
{"formula": "C4H8N6", "method": "ωB97M-V/def2-TZVPD", "elements": ["C", "C", "C", "C", "N", "N", "N", "N", "N", "N", "H", "H", "H", "H", "H", "H", "H", "H"], "xyz": [[-1.69913, -1.54927, -0.14420], [1.27258, -0.14036, 0.42777], [-1.42351, -0.12460, 0.11453], [-0.31812, 0.43105, -0.78689], [-1.99519, -2.62252, 0.13231], [1.02761, 0.44256, 1.65023], [0.92285, -0.37295, 2.57260], [1.22868, -1.61603, 0.71409], [0.92258, -1.59208, 2.12481], [-0.16654, 1.80112, -1.08550], [2.07693, 0.17290, -0.24663], [-1.19878, 0.11788, 1.12362], [-2.46943, 0.36654, -0.02896], [0.03376, -0.17903, -1.53892], [0.44527, -2.09500, 0.10667], [1.31079, -2.31687, 2.71911], [-0.48216, 2.32817, -0.33852], [0.79081, 1.93223, -1.36790]], "de_lowest_kj_mol": 0.0, "lumo_ha": [0.0259, -0.0582], "multiplicity": 3, "homo_ev": [-5.07, -9.49], "mol_weight_g_mol": 140.15, "total_charge": 0, "energy_ev": -13210.6243}

Entry 8:
{"formula": "C4H8NO", "method": "ωB97M-V/def2-TZVPD", "elements": ["C", "C", "C", "C", "N", "O", "H", "H", "H", "H", "H", "H", "H", "H"], "xyz": [[2.73031, 0.42459, 0.32454], [-0.43935, -1.22077, -0.20912], [0.60033, -0.18862, -0.59909], [-2.11815, 0.60381, 0.31141], [-1.07806, -0.26429, 0.68665], [1.65729, -0.17396, 0.20575], [3.21247, 0.42902, 1.31830], [3.20048, 0.93270, -0.61170], [-1.06813, -1.72105, -1.08963], [-0.17787, -2.05165, 0.53325], [0.67709, 0.51627, -1.38823], [-1.73818, 1.50940, -0.08394], [-2.73556, 0.34514, -0.61982], [-2.72267, 0.85941, 1.22165]], "de_lowest_kj_mol": 598.0, "lumo_ha": [-0.2296, -0.2232], "homo_ev": [-13.93, -13.99], "mol_weight_g_mol": 86.11, "total_charge": 1, "energy_ev": -7801.9052}

How do the records compare in max |F|? In the order shown, they have 14.10 5.43 4.71 3.55 7.21 6.52 8.06 3.90 eV Å⁻¹.